Molecular formula: C15H29N2
Method: DFT, ωB97M-V/def2-TZVPD

XYZ file:
```
46
Properties=species:S:1:pos:R:3
C 0.149 3.828 0.185
C -1.029 2.821 0.442
C -0.802 1.839 1.649
C -2.197 2.812 -0.320
C -2.688 1.652 -1.235
C -3.177 0.348 -0.451
C -2.213 -0.868 -0.747
C -2.800 -1.860 -1.834
C -1.860 -1.727 0.515
C -0.427 -2.389 0.447
C 0.730 -1.353 0.557
C 2.092 -1.749 1.202
C 2.901 -0.396 0.950
C 4.389 -0.814 0.562
N 4.364 -1.201 -0.878
C 2.311 -0.004 -0.446
N 1.155 -0.571 -0.615
H -0.149 4.891 0.306
H 0.992 3.591 0.878
H 0.521 3.658 -0.846
H -1.128 0.833 1.296
H 0.282 1.750 1.895
H -1.422 2.123 2.520
H -2.808 3.744 -0.302
H -1.886 1.423 -1.970
H -3.539 2.060 -1.826
H -3.153 0.558 0.635
H -4.180 0.099 -0.850
H -1.298 -0.433 -1.216
H -3.664 -2.441 -1.464
H -1.963 -2.560 -2.081
H -3.003 -1.261 -2.744
H -2.593 -2.558 0.655
H -1.923 -1.126 1.454
H -0.336 -3.103 -0.400
H -0.361 -3.017 1.371
H 0.328 -0.619 1.302
H 2.608 -2.653 0.815
H 2.054 -1.882 2.306
H 2.787 0.410 1.701
H 5.056 0.064 0.699
H 4.726 -1.708 1.121
H 4.756 -0.451 -1.446
H 4.979 -1.996 -1.023
H 2.698 0.637 -1.254
H 0.719 -0.401 -1.515
```

Multiplicity ... 1
Orbital gap ... 6.298 eV
E_HOMO ... -0.367 hartree
Net charge ... +1
M ... 237.4 g mol⁻¹
LUMO energy ... -3.6800 eV



Molecular formula: C15H29N2O4P2V
Method: DFT, ωB97M-V/def2-TZVPD

XYZ file:
```
53
Properties=species:S:1:pos:R:3
C 1.176 -1.425 -3.666
C 1.169 -0.980 -2.340
N -0.002 -0.881 -1.654
C -1.170 -1.260 -2.226
C -1.214 -1.658 -3.571
C -0.023 -1.745 -4.301
C 2.418 -0.431 -1.696
P 2.349 -0.299 0.142
V 0.128 -0.387 0.526
P -2.243 -0.361 0.176
C -2.444 -1.245 -1.409
O 2.345 2.196 -2.657
O -0.310 2.312 -2.077
H 2.137 -1.496 -4.178
H -2.192 -1.871 -4.007
H -0.049 -2.042 -5.354
C 3.117 -1.816 0.763
C 3.508 1.043 0.496
H -3.218 -0.731 -1.999
H -2.792 -2.275 -1.209
H 2.524 0.605 -2.073
H 3.331 -0.977 -2.039
C -3.354 -1.094 1.373
C -2.966 1.260 -0.179
H 0.140 1.671 -1.456
H -0.207 3.140 -1.568
H 1.376 2.222 -2.588
H 2.484 2.058 -3.605
H -0.983 -1.445 0.792
H -0.738 0.792 0.267
H 4.183 -1.810 0.497
H 2.967 -1.799 1.852
H 2.595 -2.680 0.324
H 4.539 0.678 0.368
H 3.315 1.911 -0.154
H 3.333 1.323 1.543
H -4.044 1.121 -0.318
H -2.755 1.917 0.676
H -2.500 1.689 -1.078
H -4.373 -1.170 0.972
H -2.999 -2.086 1.672
H -3.353 -0.460 2.266
O -0.797 2.545 1.998
C -0.523 1.646 2.786
C -0.655 1.670 4.304
C -0.482 0.224 4.722
C -0.141 -0.515 3.428
O 0.028 -1.711 3.228
N -0.096 0.399 2.415
H 0.143 2.297 4.701
H -1.637 2.070 4.572
H 0.350 0.083 5.412
H -1.396 -0.225 5.131
```

Multiplicity ... 2
Orbital gap (spin up / spin down) ... 7.822 / 7.859 eV
E_HOMO (spin up / spin down) ... -0.416 / -0.413 hartree
Net charge ... +1
M ... 414.3 g mol⁻¹
LUMO energy (spin up / spin down) ... -3.4951 / -3.3737 eV



Molecular formula: C15H29N3OS
Method: DFT, ωB97M-V/def2-TZVPD

XYZ file:
```
49
Properties=species:S:1:pos:R:3
C -0.674 6.868 1.829
C 0.101 5.720 2.464
C 0.919 4.949 1.430
C 1.692 3.778 2.041
C 0.812 2.572 2.401
C 0.936 1.397 1.423
C 0.417 1.746 0.028
C 0.545 0.558 -0.921
C -0.213 -0.654 -0.383
C -0.014 -1.853 -1.282
O 0.950 -2.053 -1.997
N -1.047 -2.735 -1.254
N -0.891 -3.954 -1.915
C -1.356 -5.081 -1.321
S -2.392 -4.988 -0.026
N -1.004 -6.277 -1.834
C -0.256 -6.492 -3.053
C -1.084 -6.214 -4.307
C 0.305 -1.011 1.017
C 0.169 0.184 1.955
H -1.366 6.492 1.079
H -1.244 7.409 2.581
H 0.006 7.566 1.346
H 0.773 6.116 3.230
H -0.599 5.044 2.960
H 0.253 4.585 0.646
H 1.629 5.639 0.966
H 2.200 4.140 2.937
H 2.468 3.458 1.343
H 1.086 2.209 3.394
H -0.234 2.878 2.449
H 1.995 1.125 1.342
H 0.978 2.587 -0.380
H -0.633 2.042 0.099
H 1.595 0.286 -1.042
H 0.157 0.823 -1.906
H -1.282 -0.427 -0.321
H -1.744 -2.795 -0.512
H -0.027 -3.944 -2.454
H -1.537 -7.052 -1.471
H 0.635 -5.858 -3.044
H 0.076 -7.533 -3.049
H -0.484 -6.392 -5.195
H -1.427 -5.183 -4.317
H -1.953 -6.867 -4.338
H 1.356 -1.299 0.942
H -0.251 -1.862 1.418
H 0.546 -0.088 2.943
H -0.887 0.443 2.061
```

Multiplicity ... 1
Orbital gap ... 9.276 eV
E_HOMO ... -0.314 hartree
Net charge ... 0
M ... 299.5 g mol⁻¹
LUMO energy ... 0.7421 eV



Molecular formula: C15H30BCl2F4N3S5SeW
Method: DFT, ωB97M-V/def2-TZVPD

XYZ file:
```
62
Properties=species:S:1:pos:R:3
W -0.672 0.310 -0.693
C 0.177 -0.179 3.410
C -1.213 -0.640 2.993
S -1.888 -0.644 1.261
C -1.776 -2.392 0.785
C -0.363 -2.892 0.575
S 0.695 -1.580 -0.124
C 1.777 -2.373 -1.360
C 3.245 -2.151 -0.994
S 3.637 -0.470 -0.459
C 3.790 -0.614 1.356
C 2.621 -0.021 2.149
S 1.585 -1.250 2.998
H 0.108 -0.106 4.499
H 0.380 0.831 3.061
H -1.956 -0.028 3.506
H -1.392 -1.672 3.302
H -2.338 -2.431 -0.142
H -2.296 -2.993 1.531
H -0.360 -3.744 -0.104
H 0.117 -3.172 1.512
H 1.519 -1.984 -2.343
H 1.518 -3.433 -1.341
H 3.834 -2.363 -1.888
H 3.563 -2.863 -0.234
H 4.701 -0.073 1.607
H 3.987 -1.657 1.606
H 1.982 0.540 1.473
H 3.000 0.674 2.898
Se -0.398 2.347 0.729
C 1.353 2.793 0.325
N 2.443 3.075 0.082
F -3.935 -0.041 -0.858
B -3.712 1.311 -0.893
F -2.161 1.344 -1.526
F -4.405 2.001 -1.808
F -3.498 1.895 0.312
Cl -0.240 4.072 -2.405
C 1.215 3.174 -2.657
Cl 0.958 1.326 -2.501
H 1.978 3.402 -1.923
H 1.563 3.243 -3.681
C -1.754 1.137 -4.648
N -2.877 0.349 -4.162
C -4.182 0.919 -4.524
C -2.756 -0.779 -3.488
S -1.267 -1.209 -2.579
N -3.695 -1.719 -3.591
C -4.425 -1.954 -4.844
C -3.940 -2.735 -2.574
H -1.829 1.214 -5.734
H -0.822 0.652 -4.394
H -1.794 2.135 -4.212
H -4.138 1.984 -4.297
H -4.964 0.473 -3.920
H -4.388 0.782 -5.585
H -3.934 -1.442 -5.665
H -5.465 -1.638 -4.771
H -4.394 -3.026 -5.033
H -3.751 -2.317 -1.596
H -3.335 -3.626 -2.749
H -4.994 -3.003 -2.620
```

Multiplicity ... 3
Orbital gap (spin up / spin down) ... 5.672 / 6.024 eV
E_HOMO (spin up / spin down) ... -0.513 / -0.514 hartree
Net charge ... +2
M ... 833.3 g mol⁻¹
LUMO energy (spin up / spin down) ... -8.2769 / -7.9503 eV



Molecular formula: C15H30BF2N3O12PS
Method: DFT, ωB97M-V/def2-TZVPD

XYZ file:
```
65
Properties=species:S:1:pos:R:3
C 3.882 1.546 1.062
O 2.833 0.649 1.492
B 2.047 0.313 0.445
O 2.259 -0.828 -0.289
C 0.789 1.235 0.025
O -0.260 1.268 0.979
C -1.193 0.252 0.952
C -2.576 0.912 0.832
C -2.714 2.270 1.520
C -4.158 2.384 1.993
C -2.474 3.433 0.548
N -1.016 -0.522 2.226
C -0.820 0.287 3.382
O 0.262 0.634 3.780
F -1.926 0.625 4.015
C -1.939 -1.565 2.416
O -3.008 -1.569 2.939
F -1.418 -2.680 1.905
C -1.050 -0.799 -0.175
N -0.393 -0.371 -1.439
P -1.553 -0.465 -2.949
N -2.394 -1.926 -2.751
O -0.508 -0.834 -4.135
C 0.298 0.956 -1.373
O -0.719 1.890 -1.659
C 1.420 1.102 -2.421
C 1.102 1.990 -3.601
O 1.254 3.356 -3.267
H 3.594 2.569 1.262
H 4.116 1.417 0.014
H 4.757 1.337 1.647
H 2.577 -1.535 0.282
H 1.173 2.246 -0.017
H -2.695 1.087 -0.230
H -3.367 0.232 1.117
H -2.028 2.425 2.337
H -4.463 1.532 2.580
H -4.350 3.320 2.486
H -4.774 2.370 1.101
H -2.896 3.211 -0.418
H -2.880 4.331 0.980
H -1.407 3.587 0.487
H -2.022 -1.221 -0.344
H -0.457 -1.608 0.215
H 0.352 -1.041 -1.637
H -1.953 -2.617 -2.154
H -3.315 -1.694 -2.404
H 0.132 -1.501 -3.857
H -0.420 2.751 -1.363
H 1.663 0.112 -2.780
H 2.324 1.484 -1.966
H 1.857 1.777 -4.343
H 0.155 1.782 -4.067
H 0.378 3.737 -3.259
C 1.421 -4.191 0.674
C 2.402 -4.148 1.825
O 3.683 -4.307 1.202
S 3.672 -3.620 -0.244
O 4.198 -2.307 -0.143
O 4.141 -4.548 -1.194
O 2.074 -3.478 -0.384
H 1.232 -5.214 0.346
H 0.479 -3.708 0.916
H 2.231 -4.935 2.553
H 2.389 -3.178 2.329
```

Multiplicity ... 1
Orbital gap ... 10.038 eV
E_HOMO ... -0.481 hartree
Net charge ... +1
M ... 556.3 g mol⁻¹
LUMO energy ... -3.0519 eV



Molecular formula: C15H30CdO19S
Method: DFT, ωB97M-V/def2-TZVPD

XYZ file:
```
66
Properties=species:S:1:pos:R:3
Cd 5.812 -20.545 0.772
S 3.721 -22.087 0.656
O 3.157 -22.497 -0.620
O 5.119 -22.401 0.794
O 3.825 -20.628 0.659
O 2.983 -22.586 1.819
C 8.092 -16.712 -1.063
O 8.737 -16.833 0.177
C 8.612 -18.003 0.897
O 8.098 -19.040 0.476
O 9.318 -17.792 2.065
C 9.768 -18.876 2.870
H 8.310 -15.716 -1.447
H 7.012 -16.860 -1.063
H 8.615 -17.355 -1.771
H 10.349 -18.483 3.704
H 10.404 -19.646 2.432
H 8.869 -19.348 3.266
C 8.963 -20.531 -2.141
O 7.826 -20.656 -3.030
C 6.569 -20.780 -2.466
O 6.369 -20.770 -1.233
O 5.726 -20.841 -3.430
C 4.330 -20.974 -3.150
H 8.879 -19.601 -1.579
H 9.854 -20.424 -2.760
H 9.024 -21.263 -1.337
H 4.043 -22.025 -3.124
H 3.776 -20.569 -3.997
H 3.783 -20.523 -2.322
C 8.672 -22.433 3.914
O 9.073 -22.936 2.651
C 8.395 -22.544 1.535
O 7.553 -21.632 1.403
O 8.820 -23.267 0.476
C 9.846 -24.236 0.551
H 8.912 -23.250 4.594
H 7.611 -22.191 3.981
H 9.280 -21.543 4.075
H 10.549 -23.883 -0.203
H 9.481 -25.206 0.215
H 10.299 -24.382 1.531
C 2.795 -17.176 -2.086
O 3.800 -18.084 -1.570
C 4.389 -17.865 -0.321
O 5.321 -18.530 0.169
O 3.870 -16.815 0.298
C 4.510 -16.318 1.449
H 1.877 -17.190 -1.498
H 2.521 -17.633 -3.037
H 3.185 -16.161 -2.159
H 3.800 -15.869 2.144
H 5.350 -15.665 1.215
H 4.978 -17.148 1.979
C 7.232 -18.509 5.840
O 6.883 -18.861 4.491
C 6.078 -19.915 4.128
O 5.807 -20.164 2.917
O 5.580 -20.563 5.182
C 4.779 -21.744 5.112
H 7.676 -19.458 6.139
H 6.394 -18.319 6.510
H 8.029 -17.768 5.909
H 3.922 -21.651 5.779
H 5.285 -22.643 5.464
H 4.527 -21.970 4.076
```

Multiplicity ... 1
Orbital gap ... 7.062 eV
E_HOMO ... -0.255 hartree
Net charge ... 0
M ... 658.9 g mol⁻¹
LUMO energy ... 0.1366 eV



Molecular formula: C15H30CoF6NO6
Method: DFT, ωB97M-V/def2-TZVPD

XYZ file:
```
59
Properties=species:S:1:pos:R:3
Co -13.313 -25.104 -21.627
C -10.622 -26.730 -20.416
O -10.856 -27.995 -21.060
O -11.773 -26.031 -20.540
C -10.088 -26.847 -18.973
F -10.285 -25.706 -18.300
F -10.541 -27.931 -18.331
F -8.694 -26.958 -19.005
C -9.655 -28.680 -21.390
C -10.055 -30.117 -21.810
H -10.434 -30.093 -22.836
H -9.176 -30.761 -21.874
H -10.808 -30.501 -21.128
H -9.084 -28.830 -20.469
H -9.051 -28.204 -22.165
H -9.871 -26.207 -21.033
C -16.447 -25.255 -20.589
O -16.912 -25.034 -21.935
O -15.124 -25.262 -20.624
C -17.031 -24.131 -19.703
F -16.738 -22.892 -20.133
F -18.399 -24.217 -19.721
F -16.724 -24.205 -18.384
C -18.071 -25.772 -22.305
C -18.453 -25.456 -23.750
H -19.152 -26.153 -24.213
H -18.742 -24.411 -23.796
H -17.550 -25.676 -24.331
H -18.865 -25.433 -21.629
H -17.915 -26.833 -22.085
H -16.808 -26.185 -20.127
C -12.515 -20.781 -22.259
C -11.807 -22.072 -21.869
C -10.737 -21.846 -20.802
O -12.638 -23.129 -21.659
H -11.884 -20.230 -22.965
H -12.779 -20.138 -21.412
H -13.477 -20.936 -22.752
H -11.136 -22.346 -22.726
H -11.206 -21.417 -19.903
H -10.146 -20.986 -21.147
H -10.149 -22.719 -20.537
C -13.273 -26.066 -25.902
C -13.810 -26.140 -24.471
C -13.351 -27.400 -23.761
O -13.637 -27.219 -22.391
C -13.847 -28.394 -21.645
N -13.222 -24.992 -23.752
H -13.313 -25.100 -26.396
H -13.777 -26.831 -26.511
H -12.246 -26.443 -25.971
H -14.900 -26.160 -24.413
H -12.283 -27.579 -23.943
H -13.873 -28.274 -24.165
H -14.040 -28.179 -20.598
H -13.051 -29.124 -21.776
H -14.806 -28.832 -21.957
H -13.529 -24.169 -24.261
H -12.228 -25.066 -23.968
```

Multiplicity ... 4
Orbital gap (spin up / spin down) ... 6.790 / 6.660 eV
E_HOMO (spin up / spin down) ... -0.158 / -0.153 hartree
Net charge ... -1
M ... 493.3 g mol⁻¹
LUMO energy (spin up / spin down) ... 2.4934 / 2.4866 eV



Molecular formula: C15H30F2O9
Method: DFT, ωB97M-V/def2-TZVPD

XYZ file:
```
56
Properties=species:S:1:pos:R:3
O 3.647 -4.239 -0.563
C 3.038 -3.252 -0.426
O 2.377 -2.598 -1.389
C 1.968 -1.347 -0.931
C 2.258 -1.407 0.603
F 1.042 -1.410 1.292
O 2.960 -2.587 0.804
H 2.599 -0.527 -1.342
H 0.903 -1.210 -1.257
H 2.839 -0.619 0.990
O 4.482 0.506 -0.768
C 5.202 1.432 -0.740
O 5.513 2.240 -1.771
C 6.243 3.330 -1.244
C 6.478 3.008 0.244
F 5.766 3.939 1.009
O 5.898 1.755 0.357
H 7.141 3.350 -1.860
H 5.749 4.331 -1.342
H 7.503 3.027 0.594
C -2.564 -1.446 0.145
C -2.126 0.034 -0.010
C -3.372 0.854 0.012
O -1.179 0.383 1.022
H -1.732 -2.193 0.022
H -3.408 -1.761 -0.512
H -2.838 -1.499 1.181
H -1.667 0.219 -1.053
H -3.785 0.823 0.990
H -4.145 0.511 -0.689
H -3.146 1.897 -0.152
H -0.493 -0.358 1.014
C -5.521 -3.555 1.003
C -5.960 -3.378 -0.467
C -6.987 -4.381 -0.961
O -6.523 -2.061 -0.535
H -4.890 -4.477 1.227
H -6.449 -3.520 1.635
H -4.941 -2.690 1.346
H -5.060 -3.344 -1.108
H -6.628 -5.407 -0.786
H -7.102 -4.160 -2.057
H -7.891 -4.250 -0.390
H -7.065 -1.941 0.253
C 2.251 3.728 -0.575
C 2.103 2.758 0.530
C 1.415 3.445 1.718
O 1.524 1.524 0.097
H 1.272 4.118 -0.853
H 2.737 3.181 -1.457
H 3.023 4.533 -0.355
H 3.145 2.439 0.882
H 0.336 3.853 1.467
H 2.048 4.299 2.029
H 1.309 2.739 2.577
H 0.702 1.360 0.550
```

Multiplicity ... 1
Orbital gap ... 10.690 eV
E_HOMO ... -0.375 hartree
Net charge ... 0
M ... 392.4 g mol⁻¹
LUMO energy ... 0.4761 eV